Record 1
The following is a DFT calculation (ωB97M-V/def2-TZVPD) of an isolated molecule of C4H7NO.

Calculated values
Gap between HOMO and LUMO (eV): 10.90
SMILES string: CC(=O)N1CC1
2S+1: 1
LUMO level (eV): 1.1
Relative energy (zero: lowest compared OMol25 entry of this formula, charge and spin) (eV): 1.655
HOMO energy (hartree): -0.3596
M (g mol⁻¹): 85.1

Atoms and positions in Å:
C 2.064 -0.092 -0.160
C 0.668 0.468 -0.219
O 0.379 1.514 -0.751
N -0.284 -0.375 0.448
C -1.494 -0.619 -0.364
C -1.545 0.293 0.784
H 2.748 0.543 -0.725
H 2.376 -0.148 0.889
H 2.073 -1.115 -0.551
H -1.892 -1.627 -0.293
H -1.513 -0.160 -1.351
H -1.979 -0.040 1.722
H -1.601 1.357 0.569

Forces on atoms 1 to 2 (eV/Å):
C 0.0 0.1 -0.1
C 0.0 0.2 -0.1

Record 2
The following is a DFT calculation (ωB97M-V/def2-TZVPD) of a cluster of 2 separate species, C4H7NO in total.

Calculated values
Gap between HOMO and LUMO (spin up / spin down) (eV): 8.45 / 8.45
SMILES string: O=NC1=CCC1.[H][H]
2S+1: 1
LUMO level (spin up / spin down) (eV): -0.7 / -0.7
Relative energy (zero: lowest compared OMol25 entry of this formula, charge and spin) (eV): 5.468
HOMO energy (spin up / spin down) (hartree): -0.3368 / -0.3369
M (g mol⁻¹): 85.1

Atoms and positions in Å:
O 2.537 -0.137 -0.707
N 1.880 0.815 -0.332
C 0.491 0.526 -0.238
C -0.266 -0.540 -0.543
C -1.525 0.116 -0.026
C -0.646 1.372 0.278
H 1.896 -2.022 0.516
H -0.061 -1.506 -0.991
H 1.445 -2.435 0.942
H -2.324 0.261 -0.760
H -1.943 -0.364 0.865
H -0.890 2.247 -0.333
H -0.593 1.667 1.330

Forces on atoms 1 to 2 (eV/Å):
O -0.2 0.4 0.1
N 0.2 -0.4 -0.2

Record 3
The following is a DFT calculation (ωB97M-V/def2-TZVPD) of a structure of composition C4H7NO at a distorted geometry.

Calculated values
Gap between HOMO and LUMO (eV): 10.32
2S+1: 1
LUMO level (eV): 0.9
Relative energy (zero: lowest compared OMol25 entry of this formula, charge and spin) (eV): 4.577
HOMO energy (hartree): -0.3451
M (g mol⁻¹): 85.1

Atoms and positions in Å:
O -1.610 -0.860 0.919
C -1.006 -0.022 -0.030
C -0.341 1.261 0.388
N 1.009 0.733 -0.779
C 1.518 -0.480 -0.146
C 0.179 -0.511 -0.791
H -0.954 -1.512 1.185
H -1.799 0.367 -0.648
H -0.503 1.490 1.461
H -0.515 2.174 -0.152
H 1.688 -0.432 0.916
H 2.277 -1.087 -0.644
H 0.058 -1.120 -1.679

Forces on atoms 1 to 2 (eV/Å):
O 0.2 0.0 0.3
C -0.4 0.5 -0.7

Record 4
The following is a DFT calculation (ωB97M-V/def2-TZVPD) of an isolated molecule of C4H7NO.

Calculated values
Gap between HOMO and LUMO (eV): 10.21
SMILES string: CN1CC(=O)C1
2S+1: 1
LUMO level (eV): 0.9
Relative energy (zero: lowest compared OMol25 entry of this formula, charge and spin) (eV): 2.153
HOMO energy (hartree): -0.3406
M (g mol⁻¹): 85.1

Atoms and positions in Å:
C 0.701 -0.088 1.524
N -0.040 0.375 0.381
C -1.122 -0.430 -0.190
C -0.820 0.343 -1.480
O -1.442 0.737 -2.423
C 0.602 0.509 -0.930
H 1.187 -1.068 1.373
H 1.466 0.654 1.770
H 0.023 -0.161 2.379
H -0.823 -1.483 -0.369
H -2.095 -0.391 0.303
H 1.198 1.404 -1.118
H 1.165 -0.402 -1.220

Forces on atoms 1 to 2 (eV/Å):
C 0.1 -0.1 0.1
N 0.1 0.0 0.1

Record 5
The following is a DFT calculation (ωB97M-V/def2-TZVPD) of an isolated molecule of C4H7NO at a distorted geometry.

Calculated values
Gap between HOMO and LUMO (eV): 10.17
SMILES string: C=C/C=N\OC
2S+1: 1
LUMO level (eV): 1.0
Relative energy (zero: lowest compared OMol25 entry of this formula, charge and spin) (eV): 4.423
HOMO energy (hartree): -0.3380
M (g mol⁻¹): 85.1

Atoms and positions in Å:
C 1.513 1.329 -1.271
C -0.860 -0.981 -0.301
C -0.920 -1.041 1.201
C -0.683 0.002 1.998
H 1.914 2.230 -0.673
H 2.384 0.707 -1.471
H 0.956 1.601 -2.243
H -1.393 -1.812 -0.803
H -1.199 -2.161 1.649
H -0.477 1.088 1.419
H -0.866 -0.092 3.068
N -0.071 -0.349 -1.065
O 0.610 0.630 -0.406

Forces on atoms 1 to 2 (eV/Å):
C -0.4 1.0 -0.2
C -0.1 -2.3 1.0

Record 6
The following is a DFT calculation (ωB97M-V/def2-TZVPD) of a structure of composition C4H7NO at a distorted geometry.

Calculated values
Gap between HOMO and LUMO (eV): 9.62
2S+1: 1
LUMO level (eV): 1.0
Relative energy (zero: lowest compared OMol25 entry of this formula, charge and spin) (eV): 3.946
HOMO energy (hartree): -0.3155
M (g mol⁻¹): 85.1

Atoms and positions in Å:
C 1.789 0.145 0.215
C 0.280 0.298 0.075
O -0.503 1.125 0.859
C -0.730 -0.681 -0.225
C -1.670 0.190 0.601
N -0.624 0.160 -1.396
H 2.310 0.967 0.727
H 2.191 0.071 -0.794
H 2.076 -0.784 0.739
H -0.585 -1.751 -0.186
H -2.027 -0.104 1.580
H -2.488 0.539 -0.057
H -0.021 -0.174 -2.137

Forces on atoms 1 to 2 (eV/Å):
C -0.3 0.1 -0.4
C -0.1 0.0 -1.4

Record 7
The following is a DFT calculation (ωB97M-V/def2-TZVPD) of a cluster of 2 separate species, C4H7NO in total at a distorted geometry.

Calculated values
Gap between HOMO and LUMO (spin up / spin down) (eV): 7.93 / 7.93
2S+1: 1
LUMO level (spin up / spin down) (eV): -0.6 / -0.6
Relative energy (zero: lowest compared OMol25 entry of this formula, charge and spin) (eV): 5.182
HOMO energy (spin up / spin down) (hartree): -0.3124 / -0.3124
M (g mol⁻¹): 85.1

Atoms and positions in Å:
C -0.932 0.562 -1.808
C -0.276 -0.590 -1.064
C 1.251 -0.699 -1.182
C -1.503 1.012 1.435
N -0.824 0.593 -0.537
O -1.158 1.110 -2.854
H -0.771 -1.531 -0.984
H 1.586 -1.768 -1.309
H 1.459 -0.306 -0.180
H 1.563 -0.045 -1.957
H -2.378 1.510 1.196
H -1.588 0.044 1.731
H -0.746 1.550 1.885

Forces on atoms 1 to 2 (eV/Å):
C -0.2 0.4 -2.0
C 1.5 -1.0 -1.9

Record 8
The following is a DFT calculation (ωB97M-V/def2-TZVPD) of an isolated molecule of C4H7NO.

Calculated values
Gap between HOMO and LUMO (eV): 11.08
SMILES string: CC(C)N=C=O
2S+1: 1
LUMO level (eV): 0.8
Relative energy (zero: lowest compared OMol25 entry of this formula, charge and spin) (eV): 0.403
HOMO energy (hartree): -0.3770
M (g mol⁻¹): 85.1

Atoms and positions in Å:
C 0.910 -1.335 -0.116
C 0.246 -0.058 0.388
C 0.525 1.147 -0.508
N -1.189 -0.289 0.506
C -2.158 0.431 0.502
O -3.167 1.036 0.509
H 0.686 -2.170 0.553
H 1.997 -1.205 -0.162
H 0.546 -1.589 -1.118
H 0.622 0.154 1.397
H 1.600 1.351 -0.559
H 0.157 0.963 -1.523
H 0.027 2.041 -0.116

Forces on atoms 1 to 2 (eV/Å):
C 0.0 0.0 0.0
C 0.2 0.1 0.0

Number 1: electronic energy -286.57081 hartree. Number 2: electronic energy -286.43069 hartree. Number 3: electronic energy -286.46345 hartree. Number 4: electronic energy -286.55252 hartree. Number 5: electronic energy -286.46912 hartree. Number 6: electronic energy -286.48662 hartree. Number 7: electronic energy -286.44121 hartree. Number 8: electronic energy -286.61685 hartree.